[1]
40
Properties=species:S:1:pos:R:3:nbo_charge:R:1 method="wB97M-V/def2-TZVPD" gap_ev=8.74 e_tot_ev=-22857.4015 spin_multiplicity=1 lumo_energy_ev=-3.711 homo_energy_ev=-12.46 charge=+1 largest_force_ev_per_a=4.91
H -1.121 4.069 -1.153 0.226
C -0.350 3.635 -0.513 -0.258
C 0.850 0.085 -2.274 -0.115
H 1.424 -1.100 -3.989 0.235
N -2.729 -3.262 0.066 0.228
H 0.610 1.575 0.844 0.200
C 1.663 -0.816 -2.965 -0.217
H -2.426 2.033 3.314 0.246
H -2.737 -1.710 2.124 0.196
N -2.082 -2.176 0.140 -0.403
H -0.614 3.670 0.564 0.189
H -1.866 -0.072 -0.187 0.430
C -1.780 -1.823 1.560 -0.242
H 0.625 4.117 -0.674 0.210
H 4.714 -2.019 -3.038 0.240
H -0.515 0.025 3.711 0.240
H -3.279 1.008 1.301 0.210
C 3.172 -0.950 -1.036 -0.243
N -1.391 0.448 0.564 -0.539
C 1.166 0.408 -0.924 -0.246
C 3.675 -2.378 -3.002 -0.649
H 4.100 -1.323 -0.605 0.233
H -1.165 -2.608 2.056 0.220
H 0.070 -0.771 1.501 0.210
C 0.382 1.374 -0.216 0.464
H 2.570 0.253 0.696 0.212
H -0.009 0.560 -2.743 0.234
H 3.338 -2.625 -4.009 0.230
C -1.683 1.617 2.630 -0.417
H -2.346 2.419 0.697 0.219
C 2.807 -1.357 -2.338 0.073
C 2.342 -0.085 -0.322 -0.076
C -1.303 0.175 2.955 -0.413
H 3.678 -3.313 -2.429 0.240
C -1.002 -0.524 1.603 -0.078
N -3.294 -4.249 -0.160 0.022
C -2.256 1.449 1.221 -0.240
H -0.775 2.255 2.651 0.198
O -0.210 2.276 -0.963 -0.483
H -2.253 -0.291 3.338 0.213

=====

[2]
75
Properties=species:S:1:pos:R:3:mulliken_charge:R:1 method="wB97M-V/def2-TZVPD" de_lowest_kj_mol=0.0 gap_ev=8.99 e_tot_ev=-78434.8336 spin_multiplicity=1 lumo_energy_ev=-2.775 homo_energy_ev=-11.76 charge=+1 largest_force_ev_per_a=1.58
H 2.330 -5.030 -1.006 0.457
C 3.239 1.045 -2.038 -0.786
H -4.488 -0.627 -3.058 0.376
O 3.025 -0.916 0.826 -0.547
C -1.958 1.207 0.927 -0.718
H 3.298 -4.966 -3.308 0.405
C -3.034 -1.199 -1.575 -0.619
H 5.028 2.030 -2.646 0.458
C -2.892 2.014 0.318 0.659
H -1.392 -1.554 -0.251 0.336
C -1.203 3.682 0.198 -1.211
C 1.918 3.376 -2.830 -1.078
H 1.554 -2.257 4.759 0.365
H 1.418 4.265 -3.186 0.485
C -0.211 -1.923 3.615 -0.867
C 1.612 -1.800 -1.858 -0.313
C -3.448 -0.549 -2.723 -0.602
C -0.339 2.806 0.863 -0.369
Cl 0.833 -3.128 0.389 -0.290
H -6.531 -1.732 1.086 0.292
H -4.417 0.832 1.940 0.255
C 3.732 -1.392 1.787 0.260
C -1.717 -1.053 -1.145 -0.412
In 1.220 0.047 1.275 1.936
C -4.284 1.537 0.009 0.033
C -2.544 0.199 -3.483 -0.956
H 2.120 -0.886 -3.725 0.435
H 3.845 4.129 -3.366 0.412
C 2.810 -4.081 -2.904 -0.548
C 3.296 3.281 -2.958 -0.667
O -4.792 1.744 -1.068 -0.624
O 4.611 -2.214 1.680 -0.690
C -6.108 0.155 0.864 -0.504
H 2.142 0.495 5.168 0.448
N -0.697 1.552 1.183 0.123
H -3.747 -1.793 -1.031 0.489
H -6.787 0.351 1.706 0.405
H -3.158 3.931 -0.650 0.498
C 2.147 -1.809 -3.131 -0.352
H -0.897 4.691 -0.055 0.466
C 3.361 -0.840 3.197 -0.497
C 1.563 0.437 4.219 -0.411
C -0.817 -0.273 -1.869 1.193
P 0.872 -0.255 -1.248 1.294
C 2.728 -2.932 -3.678 -0.938
C 1.169 2.308 -2.323 -0.573
N -4.900 0.909 1.051 -0.112
C 1.824 1.111 -1.975 0.427
O 1.951 1.753 2.259 -0.683
H -6.558 0.446 -0.077 0.342
H -0.505 0.835 -3.676 0.584
C 2.266 -4.126 -1.621 -0.693
H -0.655 -1.355 4.444 0.465
H 1.632 -2.734 3.046 0.422
H -2.241 0.196 1.211 0.716
H -0.643 -2.917 3.553 0.426
C -1.221 0.309 -3.064 -0.684
H -1.355 -1.618 2.000 0.151
O 1.451 2.784 4.189 -0.702
H 3.826 0.154 3.289 0.391
H -2.860 0.667 -4.409 0.471
N 1.901 -0.691 3.364 0.142
C -2.471 3.267 -0.119 -0.271
H 3.774 -1.516 3.938 0.425
H 0.085 2.375 -2.251 0.573
O -5.745 -1.236 0.853 -0.481
H 3.134 -2.896 -4.682 0.449
C 3.954 2.123 -2.554 -0.780
H 3.774 0.146 -1.767 0.518
O -0.560 -1.223 2.399 -0.188
H 0.498 0.411 4.490 0.064
C 1.657 1.802 3.506 0.468
C 1.273 -1.970 3.739 -0.667
C 1.638 -2.994 -1.158 1.128
H 0.669 3.081 1.125 0.590

=====

[3]
24
Properties=species:S:1:pos:R:3:nbo_charge:R:1 method="wB97M-V/def2-TZVPD" de_lowest_kj_mol=222.3 gap_ev="8.47 / 6.82" e_tot_ev=-32032.3855 spin_multiplicity=1 lumo_energy_ev="-0.031 / 0.284" homo_energy_ev="-8.50 / -6.54" charge=0 largest_force_ev_per_a=3.66
H 2.697 1.499 3.096 0.167
H -2.980 -0.794 -0.960 0.237
H 2.554 2.051 0.091 0.240
H 1.545 1.997 -1.388 0.228
H 1.533 0.250 3.612 0.153
C -1.233 0.248 1.965 -1.066
C -0.854 -2.731 0.913 -1.065
H 3.087 -0.288 3.235 0.162
H 3.346 -0.540 -1.863 0.142
H -0.848 -0.173 2.903 0.243
H 0.793 2.390 0.109 0.235
C -1.982 -0.413 -1.122 -1.132
H -1.051 -2.622 1.999 0.239
C 1.530 1.766 -0.374 -1.118
H -0.736 1.207 1.893 0.236
H 0.017 -3.305 0.667 0.250
H -2.326 0.331 1.864 0.225
Si 1.287 -0.096 -0.038 0.683
C 2.470 0.498 3.231 -0.524
H -1.677 -1.014 -2.002 0.257
S 2.274 -1.207 -1.592 -0.456
H -1.757 -3.241 0.476 0.232
Si -0.928 -0.858 0.361 1.173
H -2.234 0.652 -1.282 0.257

=====

[4]
77
Properties=species:S:1:pos:R:3:mulliken_charge:R:1 method="wB97M-V/def2-TZVPD" gap_ev="5.62 / 7.31" e_tot_ev=-108254.8676 spin_multiplicity=4 lumo_energy_ev="-5.097 / -3.404" homo_energy_ev="-10.72 / -10.72" s_squared=3.85 charge=+1 largest_force_ev_per_a=3.90
O 0.983 0.201 0.324 -0.847
H -3.163 -2.869 3.434 0.193
H -0.286 -4.123 -4.466 0.330
C 5.006 2.554 2.720 -1.086
O -3.599 -0.663 1.215 -0.730
N 0.237 -2.340 -3.634 0.252
H 0.655 4.604 3.511 0.339
H -5.621 -3.557 0.163 0.251
C -0.106 4.024 2.990 -0.474
O 0.580 1.495 2.925 -0.020
O -3.628 -4.824 1.755 -0.576
H 1.349 -3.225 -2.048 0.318
C -4.396 -0.904 -1.466 -0.880
H -6.580 -2.614 -0.897 0.360
C -0.228 -0.115 0.540 1.180
C 1.831 4.875 -2.688 -1.004
H -1.947 -0.413 0.158 0.025
S -2.242 -4.872 2.374 0.383
H -3.789 -0.049 -1.173 0.242
H -2.613 -4.156 4.549 0.380
N 1.476 3.554 -2.194 0.069
H -1.931 2.482 1.703 0.230
O 1.861 -2.290 1.603 -0.531
H 2.310 -2.199 -3.195 0.292
H -5.234 -0.507 -2.045 0.326
O 3.857 -3.017 0.760 -0.409
H 0.797 -0.270 -3.570 0.344
H 1.337 2.207 -3.753 0.394
H 1.878 -3.668 -3.668 0.397
H 5.453 1.571 2.588 0.297
H -0.988 4.666 3.019 0.387
H -1.478 -2.956 3.841 0.202
H 0.187 3.891 1.944 -0.078
S -0.459 2.386 3.628 0.217
C 0.911 3.413 -0.978 0.484
C 4.528 3.160 0.093 -0.689
C -2.363 -3.569 3.667 -0.698
H -1.322 -4.373 0.150 0.420
O 2.834 1.532 1.501 0.105
H 5.677 3.356 2.409 0.444
H 2.995 2.601 -3.295 0.411
C -0.030 -0.942 -3.362 -0.803
C -5.550 -2.938 -0.733 -0.926
H 2.123 1.498 -2.312 0.256
O -1.741 -2.707 -4.679 -0.573
C 1.993 2.405 -2.902 -0.995
H 0.896 2.350 -0.694 0.095
H -2.091 1.010 2.634 -0.162
H -5.150 -3.526 -1.555 0.320
H -0.852 -0.665 -4.029 0.366
O 3.533 -1.050 1.879 -0.588
H 4.794 2.699 3.778 0.369
O 0.523 4.346 -0.295 -0.751
C 1.438 -2.853 -3.073 -1.041
H 1.828 4.954 -3.780 0.365
H -1.551 -2.987 1.218 -0.238
H -0.485 -0.739 -2.387 0.096
C -4.240 -1.650 0.842 0.142
O -1.194 -0.008 -0.342 -0.196
C -0.650 -3.095 -4.309 0.099
H 5.168 4.029 0.249 0.481
S 3.575 2.842 1.640 0.485
H 1.165 5.615 -2.267 0.291
N -4.675 -1.818 -0.414 0.177
H 3.816 3.467 -0.673 -0.114
C -2.017 2.098 2.718 -0.419
H 4.726 -2.586 0.716 0.331
C 3.074 -2.136 1.376 1.084
H -3.789 -1.358 -2.264 0.336
C -1.174 -4.010 1.167 -0.460
Cr 1.708 -0.053 2.265 0.159
O -0.349 -0.527 1.721 -0.411
H 2.905 5.035 -2.530 0.326
H -0.095 -4.043 1.313 0.375
H -4.678 -2.405 1.501 0.389
H -2.864 2.429 3.313 0.512
H 5.139 2.319 -0.226 0.375